(1)
2 unconnected molecules or ions with the total composition C9H12N6O4S at a distorted geometry, computed with ωB97M-V/def2-TZVPD.

For the LUMO energy, the calculation gives -2.69 eV.

```
32
Properties=species:S:1:pos:R:3:mulliken_charge:R:1
N 0.847 2.434 1.114 -0.577
C 0.686 1.767 -0.205 -0.320
C -0.879 1.381 -0.392 0.661
C -1.724 2.433 -1.123 -0.471
C -3.220 1.954 -1.267 -0.302
C -3.406 0.557 -0.629 -0.189
N -2.521 -0.280 0.048 -0.898
N -1.267 0.139 0.161 0.953
C -0.301 -0.797 0.855 0.031
C 0.387 -1.706 -0.273 -0.797
S 2.091 -2.313 0.164 -0.075
C 3.179 -1.165 -0.823 0.492
N 2.761 -0.505 -2.044 -0.133
N 3.813 0.267 -2.424 -0.484
C 4.877 0.086 -1.496 0.020
O 4.488 -0.814 -0.444 -0.263
H 0.693 1.803 1.908 0.238
H 1.732 2.949 1.194 0.253
H 1.384 0.887 -0.397 -0.032
H 0.951 2.563 -0.999 0.451
H -1.353 3.420 -1.550 0.359
H -4.018 2.574 -1.782 0.350
H -4.471 0.133 -0.733 0.352
H 0.417 -0.261 1.552 0.251
H -0.918 -1.528 1.531 -0.188
H -0.282 -2.621 -0.494 0.412
H 0.412 -1.099 -1.241 0.520
H 5.920 0.552 -1.521 0.355
N -2.572 -3.203 2.828 0.967
O -3.792 -3.434 2.842 -0.645
O -2.087 -2.360 3.609 -0.652
O -1.829 -3.813 2.032 -0.639
```



(2)
A single C9H12NP molecule at a distorted geometry, computed with ωB97M-V/def2-TZVPD.

For the LUMO energy (alpha / beta), the calculation gives -1.22 / 0.16 eV.

```
23
Properties=species:S:1:pos:R:3:mulliken_charge:R:1
C 3.532 0.016 -0.378 -0.493
C 2.974 0.772 0.630 -0.110
C 2.729 -1.018 -0.836 -0.419
C 1.700 0.582 1.121 -0.319
C 1.371 -1.198 -0.438 -0.680
C 0.885 -0.414 0.609 0.598
C -2.822 0.692 -0.183 -0.340
C -1.672 1.578 0.041 -0.697
C -2.640 -0.740 -0.739 -0.771
N -0.360 -0.470 1.111 -0.465
P -1.495 -1.591 0.604 -0.119
H 4.550 0.267 -0.892 0.265
H 3.520 1.694 0.944 0.266
H 2.974 -1.704 -1.709 0.240
H 1.329 1.277 1.849 0.407
H 0.710 -1.850 -0.811 0.559
H -3.360 0.644 0.755 0.318
H -3.450 0.945 -1.081 0.305
H -0.881 1.556 -0.646 0.363
H -1.427 2.469 0.726 0.250
H -3.632 -1.337 -0.700 0.335
H -2.258 -0.672 -1.708 0.449
H -2.276 -1.497 1.734 0.056
```



Listing ΔE to the lowest compared entry with this formula, charge and spin for the structures above in their given order: 9.092, 3.681 eV.